Molecular formula: C3H4N2O5P
Method: DFT, the ωB97M-V functional and the def2-TZVPD basis

Highest occupied orbital energy = -3.9 eV
Frontier orbital gap = 7.66 eV
Relative energy (zero: lowest compared OMol25 entry of this formula, charge and spin) = 10.4 kJ/mol

Structure (ORCA input):
```
! RIJCOSX wB97M-V def2-TZVPD def2/J DEFGRID3
* xyz -1 1
C 1.4360 0.5711 0.0808
C 0.0919 0.1180 -0.3845
C 2.3250 -0.5237 0.7495
N -0.9824 2.1969 -0.8572
N -0.9695 0.9559 -0.7084
O -2.5282 -2.3050 -0.9226
O -2.1650 0.2602 -0.8318
O 1.7025 1.7846 0.1399
O -2.2170 -1.0284 1.3282
O -0.2800 -1.1423 -0.2378
P -1.9528 -1.2911 -0.0666
H 1.7637 -1.3426 0.8823
H 2.6212 -0.0485 1.5890
H 3.0937 -0.8021 0.0345
H -1.9392 2.5970 -0.7955
*
```

Molecular formula: C3H4N2OS
Method: DFT, the ωB97M-V functional and the def2-TZVPD basis

Highest occupied orbital energy = -8.1 eV
Frontier orbital gap = 8.86 eV
Relative energy (zero: lowest compared OMol25 entry of this formula, charge and spin) = 435.6 kJ/mol
SMILES string = On1ccc(S)n1

Structure (ORCA input):
```
! RIJCOSX wB97M-V def2-TZVPD def2/J DEFGRID3
* xyz 0 1
O -0.5737 -0.8154 -2.3470
N -0.3596 -0.1763 -1.0370
C -0.9090 -0.9311 0.0079
C -0.3448 -0.5456 1.2335
C 0.5528 0.5619 0.8034
S 1.4762 1.4683 1.8380
N 0.6885 0.6848 -0.6953
H -0.3351 0.0249 -2.8255
H -1.5278 -1.8511 -0.2278
H -0.7455 -0.7898 2.2990
H 2.0780 2.3695 0.9509
*
```

Molecular formula: C3H4N2OS
Method: DFT, the ωB97M-V functional and the def2-TZVPD basis

Highest occupied orbital energy = -7.7 eV
Frontier orbital gap = 8.29 eV
Relative energy (zero: lowest compared OMol25 entry of this formula, charge and spin) = 71.5 kJ/mol
SMILES string = O=c1[nH]cc(S)[nH]1

Structure (ORCA input):
```
! RIJCOSX wB97M-V def2-TZVPD def2/J DEFGRID3
* xyz 0 1
O 2.5817 -1.0382 0.0357
C 1.5008 -0.5295 -0.0600
N 1.0942 0.8437 -0.0849
C -0.2981 1.0059 0.0343
C -0.8079 -0.2846 -0.1180
S -2.5009 -0.6527 -0.0308
N 0.2602 -1.2196 -0.1760
H 1.8642 1.4593 -0.0365
H -0.7911 1.9603 -0.1073
H -2.9715 0.6369 0.2086
H 0.0685 -2.1816 0.3349
*
```